# C15H48AgF2N9O13S2

A molecular structure, C15H48AgF2N9O13S2 (wB97M-V/def2-TZVPD, the Open Molecules 2025 dataset).

Each line ends with the Löwdin spin population.
Cartesian coordinates (Å):
Ag -8.47 14.25 -9.27  0.000
S -11.52 13.10 -10.22  0.000
S -11.44 12.93 -7.88  0.000
F -10.31 12.96 -6.72  0.000
F -10.50 13.75 -11.31  0.000
O -13.28 15.98 -12.12  0.002
O -16.14 12.03 -8.94  0.000
O -11.79 11.79 -10.74  0.000
O -11.95 11.59 -7.75  0.000
O -12.33 13.99 -7.45  0.000
O -12.40 6.93 -10.56  0.000
O -7.27 12.87 -7.87  0.000
O -11.65 12.57 -14.98  0.836
O -13.90 10.72 -13.54  0.021
O -12.72 11.44 -4.55  0.000
O -13.16 15.41 -5.17  0.000
O -16.76 14.70 -9.62  0.000
O -12.55 14.10 -10.28  0.000
N -11.48 14.73 -14.30  0.032
N -13.14 13.38 -13.48  0.026
N -14.45 10.66 -5.80  0.000
N -7.99 10.81 -8.59  0.000
N -10.36 13.24 -8.98  0.000
N -12.14 9.49 -12.75  -0.001
N -5.81 11.15 -7.94  0.000
N -14.55 10.58 -3.50  0.000
N -13.60 8.61 -14.29  0.003
C -12.21 7.46 -9.26  0.000
C -14.20 14.53 -4.73  0.000
C -11.64 6.38 -8.32  0.000
C -15.29 15.34 -4.03  0.000
C -15.01 15.59 -8.34  0.000
C -16.45 15.81 -8.79  0.000
C -13.18 18.10 -13.32  0.000
C -12.09 13.54 -14.26  0.071
C -14.08 17.00 -12.72  0.000
C -11.22 8.64 -9.23  0.000
C -13.26 9.64 -13.50  0.001
C -14.76 10.20 -9.58  0.000
C -15.40 11.50 -10.03  0.000
C -7.05 11.67 -8.13  0.000
C -13.84 10.95 -4.61  0.000
H -10.73 14.85 -14.97  0.001
H -7.66 9.89 -8.83  0.000
H -14.35 8.73 -14.95  0.000
H -14.85 14.61 -7.89  0.000
H -5.10 11.75 -7.58  0.000
H -13.47 18.67 -14.20  0.000
H -10.90 8.86 -8.22  0.000
H -15.43 10.11 -3.50  0.000
H -14.61 12.22 -10.29  0.000
H -13.19 7.75 -8.88  0.000
H -13.91 11.05 -6.56  0.000
H -11.60 8.66 -12.78  0.000
H -12.77 18.75 -12.54  0.000
H -15.55 9.53 -9.23  0.000
H -14.71 16.33 -7.60  0.000
H -13.38 12.44 -13.14  -0.001
H -11.53 6.66 -10.88  0.000
H -16.10 11.42 -10.87  0.000
H -14.66 14.15 -5.65  0.000
H -15.55 16.16 -4.70  0.000
H -15.40 10.38 -5.91  0.000
H -16.55 16.75 -9.35  0.000
H -10.42 8.45 -9.95  0.000
H -14.26 9.74 -10.44  0.000
H -11.75 9.48 -9.69  0.000
H -14.54 16.49 -13.57  0.000
H -12.04 10.28 -12.12  0.000
H -14.42 15.73 -9.24  0.000
H -16.40 12.94 -9.15  0.000
H -17.66 14.83 -9.96  0.000
H -14.13 10.39 -8.71  0.000
H -12.65 14.94 -5.84  0.000
H -13.95 10.57 -2.69  0.000
H -8.90 11.13 -8.86  0.000
H -13.77 13.66 -4.23  0.000
H -11.95 15.51 -13.85  0.004
H -11.45 6.70 -7.30  0.000
H -5.76 10.15 -7.90  0.000
H -14.91 17.44 -12.17  0.000
H -12.32 17.57 -13.74  0.000
H -10.65 6.10 -8.71  0.000
H -14.88 15.79 -3.12  0.000
H -17.12 15.84 -7.92  0.000
H -13.04 7.79 -14.17  0.000
H -12.28 5.50 -8.34  0.000
H -13.00 16.24 -11.23  0.000
H -16.22 14.82 -3.84  0.000
H -13.42 14.18 -12.91  0.004

The maximum force comes out at 9.1 eV/Å. Its HOMO energy (spin up / spin down) is -10.6 / -10.6 eV. As for the multiplicity: 2. The expectation value of S² is 0.75. The calculation puts the HOMO-LUMO gap (spin up / spin down) at 0.249 / 0.119 Eh. As for the net charge: +1. As for the energy relative to the best compared isomer or geometry (same formula, charge and spin): 0.00 kcal per mole. The LUMO energy (spin up / spin down) comes out at -3.802 / -7.345 eV.



# C15H48AsF6N2O9

A molecular structure, C15H48AsF6N2O9 (wB97M-V/def2-TZVPD, the Open Molecules 2025 dataset).

Each line ends with the Löwdin spin population.
Cartesian coordinates (Å):
As -13.24 -29.40 -24.11  0.000
F -13.54 -31.19 -23.99  0.000
F -13.03 -27.58 -24.16  0.000
F -11.50 -29.59 -23.72  0.000
F -13.63 -29.31 -22.35  0.000
F -12.94 -29.57 -25.87  0.000
F -15.01 -29.16 -24.56  0.000
O -18.76 -29.06 -21.82  0.389
O -12.77 -34.62 -20.62  0.000
O -9.05 -30.37 -22.33  0.000
O -12.23 -31.78 -27.66  0.000
O -7.85 -28.18 -26.65  0.000
O -14.67 -33.58 -25.00  0.000
O -14.56 -28.68 -19.78  0.048
O -16.41 -29.44 -26.85  0.000
O -10.84 -26.92 -22.10  0.000
N -17.02 -30.31 -22.39  0.154
N -17.11 -28.27 -23.02  0.303
C -12.91 -33.24 -20.46  0.000
C -15.88 -32.87 -24.88  0.000
C -12.31 -25.97 -20.35  0.000
C -15.04 -29.91 -19.33  0.016
C -8.23 -30.50 -23.40  0.000
C -12.87 -33.09 -18.96  0.000
C -17.70 -29.21 -22.34  0.062
C -9.38 -26.36 -27.30  0.000
C -11.80 -32.48 -21.16  0.000
C -11.65 -32.57 -26.63  0.000
C -11.15 -28.32 -20.19  0.000
C -11.04 -26.88 -20.71  0.000
C -15.50 -29.73 -27.90  0.000
C -8.77 -27.26 -26.21  0.000
C -9.83 -27.90 -25.31  0.000
H -8.84 -30.81 -24.25  0.000
H -16.67 -33.50 -25.27  0.000
H -13.15 -26.65 -20.51  0.000
H -11.57 -28.40 -19.19  0.000
H -10.77 -32.81 -20.99  0.000
H -14.70 -28.99 -27.85  0.000
H -11.78 -31.41 -20.98  0.000
H -15.90 -30.14 -19.96  0.007
H -10.58 -32.77 -26.70  0.000
H -12.36 -25.67 -19.30  0.000
H -15.93 -29.51 -26.02  0.000
H -11.94 -33.46 -18.51  0.000
H -10.18 -26.47 -20.19  0.000
H -9.63 -27.59 -24.28  0.000
H -11.66 -27.17 -22.54  0.000
H -16.32 -28.46 -23.62  0.009
H -15.91 -31.92 -25.42  0.000
H -16.28 -30.29 -23.08  0.003
H -8.34 -28.88 -27.09  0.000
H -14.05 -32.85 -25.03  0.000
H -10.21 -28.87 -20.17  0.000
H -9.82 -28.98 -25.42  0.000
H -10.10 -25.64 -26.92  0.000
H -15.87 -29.56 -28.91  0.000
H -9.99 -26.92 -28.01  0.000
H -13.87 -33.01 -20.91  0.000
H -12.74 -32.07 -18.59  0.000
H -11.81 -32.17 -25.63  0.000
H -15.29 -29.81 -18.28  0.000
H -11.94 -28.89 -20.67  0.000
H -12.47 -25.07 -20.94  0.000
H -17.47 -27.33 -23.06  0.005
H -15.06 -30.71 -27.75  0.000
H -12.09 -32.56 -22.21  0.000
H -13.69 -33.53 -18.39  0.000
H -10.82 -27.53 -25.60  0.000
H -8.17 -26.54 -25.64  0.000
H -12.49 -30.93 -27.31  0.000
H -12.11 -33.54 -26.45  0.000
H -9.90 -30.05 -22.63  0.000
H -16.05 -32.57 -23.84  0.000
H -7.62 -29.63 -23.64  0.000
H -14.40 -30.80 -19.44  0.004
H -12.26 -34.86 -19.84  0.000
H -14.41 -28.72 -20.73  0.000
H -8.54 -25.97 -27.88  0.000
H -7.63 -31.37 -23.14  0.000
H -17.30 -31.15 -21.90  0.001

The maximum force comes out at 4.4 eV/Å. Its HOMO energy (spin up / spin down) is -9.6 / -9.6 eV. As for the multiplicity: 2. The expectation value of S² is 0.76. The calculation puts the HOMO-LUMO gap (spin up / spin down) at 0.304 / 0.092 Eh. The LUMO energy (spin up / spin down) comes out at -1.275 / -7.048 eV.



# C15H48ClN12O12

9 unconnected molecules or ions with the total composition C15H48ClN12O12 (wB97M-V/def2-TZVPD, the Open Molecules 2025 dataset).

Each line ends with the Löwdin charge.
Cartesian coordinates (Å):
Cl 0.12 -0.09 0.59  0.636
O 2.26 4.18 1.59  0.039
O 0.17 0.12 2.01  -0.344
O 2.26 2.54 -3.58  -0.203
O 1.24 -4.63 2.00  -0.095
O -1.74 -4.21 -2.77  0.014
O 1.32 -0.62 -0.03  -0.370
O -0.17 1.20 0.04  -0.341
O -4.59 -0.79 -3.17  0.055
O 1.78 -3.90 -3.59  0.072
O -4.27 -1.33 2.71  -0.176
O -0.94 -1.05 0.37  -0.364
O 4.31 0.24 4.60  -0.006
N 4.40 3.72 1.71  0.186
N -3.90 -1.45 -1.18  0.153
N 3.13 -0.38 2.83  0.178
N 3.19 2.39 0.70  0.177
N 2.64 -2.47 -2.16  0.164
N -2.88 0.15 -2.08  0.189
N 0.91 6.02 -3.38  0.048
N 0.57 -2.63 -2.33  0.184
N 2.59 1.44 4.05  0.189
N -1.47 -4.26 -0.55  0.190
N -2.65 1.07 3.12  0.064
N -2.55 -5.85 -1.48  0.167
C -3.82 -0.71 -2.25  -0.814
C 1.47 4.77 -3.83  -0.475
C -4.48 -2.61 2.12  -0.135
C 3.23 3.48 1.39  -0.879
C 1.27 -3.23 2.18  -0.293
C 1.70 -3.01 -2.82  -0.858
C 3.40 0.46 3.82  -0.792
C -4.18 2.37 1.86  -0.076
C 2.32 1.37 -2.82  -0.120
C -4.36 -0.20 1.76  -0.130
C 2.72 5.12 -4.61  -0.081
C -1.88 -4.76 -1.66  -0.764
C 1.56 -3.12 3.72  -0.081
C 1.65 3.66 -2.84  -0.149
C -3.95 1.09 2.55  -0.504
H -2.63 -6.15 -0.51  0.107
H 1.24 -2.11 3.97  0.054
H -0.27 -2.99 -2.76  0.076
H -5.20 2.70 1.66  0.077
H 3.42 -3.06 -1.92  0.118
H 0.73 3.30 -2.37  0.125
H 1.12 6.67 -4.12  0.058
H -2.41 0.16 3.50  0.075
H 2.27 -0.27 2.31  0.048
H 2.57 -1.54 -1.78  0.081
H 0.98 4.32 -4.68  0.133
H -3.72 2.38 0.87  0.079
H 3.05 1.59 -2.05  0.069
H 2.83 1.94 4.90  0.121
H 2.59 -3.17 4.05  0.066
H 3.98 1.79 0.52  0.112
H 0.33 -2.78 1.89  0.084
H -5.54 -2.75 1.91  0.081
H 1.81 -4.91 1.27  0.078
H -5.38 0.11 1.56  0.119
H -3.75 -0.39 0.87  0.085
H -4.17 -3.40 2.80  0.078
H -4.58 -2.19 -1.25  0.121
H -2.90 -6.41 -2.24  0.122
H 2.45 5.86 -5.36  0.068
H -2.45 0.26 -1.17  0.081
H -4.67 1.09 3.37  0.130
H 0.61 -2.02 -1.53  0.064
H -0.09 5.88 -3.35  0.074
H -1.12 -3.33 -0.75  0.077
H -2.11 1.20 2.29  0.052
H 3.69 -1.22 2.81  0.109
H 1.93 1.80 3.37  0.103
H -3.72 3.15 2.47  0.086
H -2.99 -1.66 -0.79  0.069
H 1.37 1.10 -2.35  0.076
H 2.78 0.57 -3.40  0.090
H 3.50 5.64 -4.04  0.083
H 2.32 3.92 -2.03  0.124
H -2.72 0.77 -2.86  0.126
H -1.72 -4.58 0.38  0.119
H 3.09 4.28 -5.19  0.080
H -3.98 -2.98 1.23  0.054
H 0.98 -3.76 4.38  0.067
H 2.07 -2.72 1.64  0.092
H 2.36 2.23 0.14  0.087
H 5.15 3.14 1.38  0.129
H 4.46 4.45 2.40  0.137

The maximum force comes out at 9.5 eV/Å. Its HOMO energy is -6.8 eV. As for the multiplicity: 1. The calculation puts the HOMO-LUMO gap at 0.330 Eh. As for the net charge: -1. As for the energy relative to the best compared isomer or geometry (same formula, charge and spin): 104.10 kcal per mole. The LUMO energy comes out at 2.182 eV.